The following is a quantum chemistry calculation of C23H35N3O5S in the gas phase in a non-equilibrium geometry, from the OMol25 dataset.

Structure (XYZ):
```
67
Properties=species:S:1:pos:R:3:forces:R:3
H -4.8367 3.2218 -2.3303 0.0 0.0 -0.1
C -1.9713 -2.5266 1.1047 0.4 -0.4 -0.3
H -5.8603 -0.3081 -1.6836 0.0 -0.2 0.0
H -0.1101 2.6154 3.8396 0.0 0.0 0.1
S -0.4820 -3.6047 0.8290 -1.1 0.2 -0.8
N -3.8046 1.1757 -0.9315 -0.4 -0.3 -0.4
C -2.0489 -1.2908 0.2342 -0.1 -0.1 0.2
H -1.8017 0.5738 3.4811 -0.1 0.0 0.0
H 1.8466 0.0283 -2.5969 0.0 0.0 0.0
C 3.7912 -1.0050 -0.0379 -0.3 0.0 -0.2
H 1.5774 -0.3271 1.8560 0.0 0.0 -0.1
O -2.7371 -1.3538 -0.7795 -0.1 -0.2 -0.2
C 6.2219 2.7453 0.9802 0.0 -0.2 -0.4
H -3.6058 0.2757 -1.3568 0.1 0.1 0.1
C -1.1295 1.0208 2.7491 0.1 0.0 0.1
H 7.4086 2.7649 -0.8218 0.0 -0.2 0.1
H 0.5118 0.9877 4.1561 0.0 0.0 0.1
H -0.7005 1.6678 -0.0741 -0.1 0.0 0.0
N -1.3779 -0.1839 0.5855 -0.1 -0.1 -0.2
C -2.8359 1.6914 -0.1689 0.6 -0.3 -0.2
H -5.2584 2.0178 1.1802 0.0 0.0 0.1
H -6.9822 1.0184 -2.0021 -0.1 0.0 0.0
C 1.0784 1.7477 2.2171 0.1 -0.1 0.1
H -6.3032 3.4194 -1.3605 -0.2 0.0 0.0
H -5.7353 0.3688 0.7535 0.0 -0.1 0.0
H 1.9047 -2.6162 -0.0076 -0.2 0.1 -0.2
C 4.7344 0.9466 -1.0742 -0.2 -0.1 -0.1
C -5.8029 1.4144 0.4591 0.1 0.1 -0.1
H 5.6018 -0.1045 0.6013 0.1 0.0 0.1
C -0.5606 -0.0293 1.7767 0.1 0.0 0.5
C -5.2698 3.0840 -1.3423 0.0 -0.1 0.1
H 1.0692 0.5233 0.4056 0.0 -0.1 0.0
C 6.6994 2.1016 -0.3187 0.2 0.1 0.4
C 2.7190 -0.9871 -0.9225 0.3 0.2 -0.1
C -5.9320 0.7422 -1.9580 0.2 0.1 0.2
H 2.1097 1.8912 2.5360 0.1 0.1 0.0
H 7.2043 1.1478 -0.1199 0.0 0.1 -0.1
C 0.1052 1.6487 3.3883 -0.1 0.1 -0.1
H -4.7140 3.6877 -0.6312 0.0 0.1 0.0
N 1.7447 -1.9853 -0.7871 0.2 -0.2 0.1
H 5.7562 3.7038 0.7656 0.0 0.1 0.0
O 0.6580 -2.9642 1.5031 0.9 0.2 0.8
H -0.5016 -0.9954 2.2745 0.0 0.1 -0.1
H -1.3625 0.5953 -1.3390 0.1 0.1 0.1
C -5.2006 1.6105 -0.9359 -0.2 0.3 0.1
H -1.2384 -3.2605 -1.4498 0.0 0.0 0.0
H 5.4912 2.1142 1.4804 0.0 0.0 0.1
C 4.7893 -0.0511 -0.1058 0.2 0.2 0.0
H 0.2988 -4.1574 -1.3539 0.0 0.0 0.1
H -2.0158 -2.3239 2.1721 0.1 -0.1 0.1
H -5.4973 0.8735 -2.9461 0.0 0.0 -0.1
C -1.4887 0.9577 -0.3143 -0.2 0.1 -0.3
H 3.6333 1.7245 -2.7222 0.0 0.1 -0.1
H 0.7985 2.5894 1.5819 0.0 0.1 0.0
C 3.6636 0.9528 -1.9699 0.3 0.1 0.2
C 2.6687 0.0024 -1.9017 -0.1 -0.1 0.0
O -2.9466 2.6562 0.5672 -0.1 0.4 0.2
O 5.6572 1.9312 -1.2568 -0.2 0.0 -0.2
H -1.6825 1.7813 2.1988 0.0 0.0 0.0
H 3.8412 -1.7720 0.7220 0.0 -0.1 0.1
H -6.8471 1.7148 0.4662 -0.2 0.0 0.0
C 0.5118 -2.0211 -1.3446 0.0 -0.2 0.3
H 7.0672 2.9031 1.6443 0.1 0.0 0.1
H -2.8055 -3.1706 0.8245 0.0 0.1 0.0
O 0.0468 -1.1872 -2.0913 0.0 0.1 -0.3
C 0.8870 0.4245 1.4735 0.0 0.1 0.0
C -0.2526 -3.2889 -0.9905 -0.3 -0.3 0.4
```
Positions in Å, forces in eV/Å.

Computed properties:
total energy	-49963.3387	eV
HOMO-LUMO gap	8.36	eV
net charge	0
E_LUMO	0.4	eV
E_HOMO	-7.97	eV
ΔE to the lowest compared entry with this formula, charge and spin	48.8	kJ/mol


The following is a quantum chemistry calculation of a molecular structure, C23H35N9O5RbS2, from the OMol25 dataset.

Structure (XYZ):
```
75
Properties=species:S:1:pos:R:3:forces:R:3
O 0.0698 1.9699 -2.4974 0.0 0.0 0.0
S -0.6396 -0.5517 5.2260 0.0 0.0 0.0
O 0.2800 3.7559 -3.8540 0.0 0.0 0.0
H -1.9632 2.5099 2.7042 0.0 0.0 0.0
C -1.5108 -5.3586 -1.3143 0.0 0.0 0.0
H -1.6382 3.1165 0.2946 0.0 0.0 0.0
O 1.1426 4.0732 3.0683 0.0 0.0 0.0
C 1.3524 -3.5505 1.9924 0.0 0.0 0.0
C 2.0894 -2.5126 1.4175 0.0 0.0 0.0
C -2.7230 1.8014 2.3566 0.0 0.0 0.0
C -3.4727 2.4216 1.1830 0.0 0.0 0.0
H -1.4714 -3.9261 -4.3193 0.0 0.0 0.0
H -2.6581 -0.0371 1.4473 0.0 0.0 0.0
H 3.1268 0.5706 1.2531 0.0 0.0 0.0
C 0.3077 3.1798 -2.7585 0.0 0.0 0.0
H -0.4221 2.1512 5.4025 0.0 0.0 0.0
H -3.4315 1.6708 3.1859 0.0 0.0 0.0
H 3.0375 -3.8248 -1.3993 0.0 0.0 0.0
H -1.0302 -0.5623 -2.3971 0.0 0.0 0.0
C -2.6250 2.7823 -0.0374 0.0 0.0 0.0
C -1.4583 -4.8030 -3.6786 0.0 0.0 0.0
H -1.7934 0.0379 2.8430 0.0 0.0 0.0
C 0.6594 5.4499 -1.6820 0.0 0.0 0.0
C 2.5511 -3.7739 -0.4299 0.0 0.0 0.0
S -1.2720 -2.4923 -0.5331 0.0 0.0 0.0
N 1.3344 0.2625 3.5693 0.0 0.0 0.0
O 0.9110 7.5935 -0.6140 0.0 0.0 0.0
H 0.9840 -4.0212 -3.5791 0.0 0.0 0.0
H -1.7471 1.8634 -1.6590 0.0 0.0 0.0
C -0.1631 -0.9440 -2.9258 0.0 0.0 0.0
C 0.8073 -2.9825 -3.8468 0.0 0.0 0.0
N 1.3052 -0.9489 2.9572 0.0 0.0 0.0
C 0.6437 4.0691 -1.5404 0.0 0.0 0.0
H -2.5863 -5.2460 -1.1406 0.0 0.0 0.0
C 3.4091 -0.3276 1.8052 0.0 0.0 0.0
N 0.2898 1.8819 4.7478 0.0 0.0 0.0
H 1.7898 -5.7759 -0.5137 0.0 0.0 0.0
N -2.0478 0.5524 2.0031 0.0 0.0 0.0
H 3.8507 0.0213 2.7423 0.0 0.0 0.0
C 0.3620 0.5714 4.4809 0.0 0.0 -0.1
H 1.7400 -2.4270 -3.7207 0.0 0.0 0.0
C -0.8137 -3.1255 -2.0093 0.0 0.0 0.0
C 1.3914 3.4863 1.9988 0.0 0.0 0.0
N 0.8890 3.4735 -0.3768 0.0 0.0 0.0
C 1.2472 -4.7415 1.3069 0.0 0.0 0.0
Rb 0.2462 0.6391 0.1060 0.0 0.1 -0.1
H 0.7452 -0.5818 -2.4403 0.0 0.0 0.0
N -1.0350 -4.4433 -2.3329 0.0 0.0 0.0
N -0.2012 -2.3985 -2.9779 0.0 0.0 0.0
H -4.2786 1.7468 0.8664 0.0 0.0 0.0
H 0.5209 -2.9264 -4.9005 0.0 0.0 0.0
C 0.8977 6.2277 -0.5610 0.0 0.0 0.0
H 0.6897 -5.5678 1.7312 0.0 0.0 0.0
H 0.7371 7.8594 -1.5230 0.0 0.0 0.0
H -0.9968 -5.1714 -0.3773 0.0 0.0 0.0
H -3.3105 1.4250 -1.4087 0.0 0.0 0.0
H -1.3070 -6.3776 -1.6498 0.0 0.0 0.0
C 1.1254 5.6153 0.6629 0.0 0.0 0.0
H 0.4765 5.8699 -2.6640 0.0 0.0 0.0
H 1.7274 1.0702 3.0447 0.0 0.0 0.0
C 1.8560 -4.8625 0.0630 0.0 0.0 0.0
H 0.8798 -3.3887 2.9511 0.0 0.0 0.0
H -0.1653 -0.5455 -3.9396 0.0 0.0 0.0
H -2.4724 -5.2115 -3.6409 0.0 0.0 0.0
H 4.1466 -0.8774 1.2275 0.0 0.0 0.0
H -3.9606 3.3276 1.5542 0.0 0.0 0.0
H -3.0796 3.6447 -0.5438 0.0 0.0 0.0
H -0.8020 -5.5563 -4.1228 0.0 0.0 0.0
H 0.7336 2.6133 4.1759 0.0 0.0 0.0
O 1.8235 2.3069 1.8768 0.0 0.0 0.0
H 1.2903 6.1850 1.5658 0.0 0.0 0.0
C 1.1301 4.2315 0.6934 0.0 0.0 0.0
C 2.2345 -1.2068 2.1158 -0.1 0.0 0.0
N 2.6841 -2.6240 0.2293 0.0 0.0 0.0
N -2.4394 1.6436 -0.9403 0.0 0.0 0.0
```
Positions in Å, forces in eV/Å.

Computed properties:
total energy	-70398.8840	eV
HOMO-LUMO gap	7.41	eV
net charge	-1
E_LUMO	2.0	eV
E_HOMO	-5.44	eV
ΔE to the lowest compared entry with this formula, charge and spin	1.2	kJ/mol


The following is a quantum chemistry calculation of a molecular structure, C23H35OPb in a non-equilibrium geometry, from the OMol25 dataset.

Structure (XYZ):
```
60
Properties=species:S:1:pos:R:3:forces:R:3
H 0.6500 1.9576 5.2920 0.1 -0.1 -0.1
H 1.4095 -2.6300 3.1003 0.2 0.1 -0.2
H 0.9175 2.2996 2.8270 0.2 0.0 0.2
C -0.7916 2.2634 -1.4865 -3.3 -1.3 -2.1
C 2.1262 -2.4672 2.2834 0.4 -0.1 0.5
H 2.1686 1.0491 2.7519 -0.1 0.1 0.2
C 1.2702 1.3708 3.2944 0.0 0.1 -0.3
C -0.0780 -2.6454 -0.7577 0.6 0.7 0.3
H 1.2021 2.4787 -4.2248 0.0 0.0 0.4
H -0.2135 0.2121 3.8572 0.1 0.0 -0.4
O 0.2674 0.3633 3.0263 -0.2 0.0 1.0
H -2.9482 -0.1444 1.7307 -0.2 0.3 -0.3
C -2.7710 0.6877 -2.1472 0.0 -0.1 -0.1
C 1.5246 1.5415 4.7802 0.1 0.1 -0.1
H -3.7834 0.3271 -1.9247 0.2 0.1 -0.1
H -0.4226 2.5871 0.4245 1.9 -0.1 -0.2
C 1.0194 -1.8731 -1.2604 -0.2 -0.3 0.9
C -0.4359 2.3362 -2.8351 0.4 -0.2 -0.2
C 1.5084 2.5767 -0.8221 -0.1 0.2 -0.2
H -3.4655 -0.5757 -0.0015 0.7 0.1 0.1
H 2.8242 -3.3208 2.2866 -0.2 0.2 0.0
H 2.2315 2.6862 -0.0118 -0.1 0.1 -0.3
H -1.2979 -2.6830 -2.5232 0.0 -0.1 0.2
H 0.2102 -1.2654 -3.1566 0.3 0.0 0.1
C 3.2726 -1.0064 -0.2763 0.7 0.2 0.0
C 0.9136 2.4524 -3.1719 -0.2 0.2 0.1
H -0.6997 -3.2722 2.5640 0.0 -0.2 -0.3
H 3.3681 -0.4314 -1.2057 0.0 -0.1 0.2
C -2.3973 1.7943 -1.1672 2.2 1.0 -0.6
H -1.2082 -4.2239 -1.6516 0.0 0.3 0.0
H -1.1992 2.2959 -3.6169 0.4 -0.1 0.2
C 1.9647 -1.7017 -0.1950 -0.9 -0.4 0.3
H 2.3509 2.2427 4.9209 -0.1 0.0 0.0
C 1.1768 -1.3518 -2.6408 0.2 0.1 -0.7
H -1.7594 -3.6764 1.1948 0.3 0.0 0.1
H -2.3054 2.1373 1.0032 0.2 -0.6 0.0
H 1.8048 0.5966 5.2593 0.0 0.1 -0.2
H -3.1455 3.3900 -2.4403 0.0 -0.1 0.2
H -2.2008 -2.9041 -1.0059 0.2 -0.1 -0.2
Pb -0.1579 -0.3553 0.5928 1.0 -1.0 -0.7
C 0.1669 -2.9165 0.6297 0.6 0.7 -0.2
C -1.2538 -3.1298 -1.5221 -0.5 -0.3 -0.3
H -2.7676 1.0604 -3.1790 -0.1 -0.2 0.3
H 2.9444 2.6083 -2.4362 -0.3 0.0 0.1
H -4.3020 2.7944 -1.2222 0.1 0.1 -0.1
C -0.7176 -3.6817 1.5430 -0.3 -0.6 0.4
C -2.9537 0.1259 0.6677 -0.4 1.4 0.1
H 3.4174 -0.3088 0.5644 0.0 -0.2 -0.2
C 0.1461 2.4728 -0.5427 -0.8 0.3 2.5
C 1.8888 2.5403 -2.1660 0.1 0.0 0.2
H 4.1034 -1.7302 -0.2443 -0.2 0.2 0.0
H -0.3970 -4.7339 1.6089 -0.1 0.3 0.0
H 1.6398 -0.3548 -2.6444 -0.1 -0.3 0.0
H 1.8175 -2.0177 -3.2433 -0.2 0.2 0.1
H -2.0712 -0.1615 -2.0939 -0.2 0.2 0.0
C -2.5174 1.3507 0.2642 -1.0 -0.7 0.2
H -2.9527 3.8474 -0.7329 -0.1 -0.1 -0.1
C 1.4437 -2.3521 0.9715 -0.4 0.1 -0.8
H 2.7133 -1.5671 2.5196 -0.1 -0.3 0.0
C -3.2484 3.0361 -1.4085 -0.3 0.1 0.2
```
Positions in Å, forces in eV/Å.

Computed properties:
total energy	-31707.3057	eV
HOMO-LUMO gap	7.81	eV
net charge	+1
E_LUMO	-3.1	eV
E_HOMO	-10.88	eV
ΔE to the lowest compared entry with this formula, charge and spin	0.0	kJ/mol


The following is a quantum chemistry calculation of 6 unconnected molecules or ions with the total composition C23H36N2O10S3 in a non-equilibrium geometry, from the OMol25 dataset.

Structure (XYZ):
```
74
Properties=species:S:1:pos:R:3:forces:R:3
C -3.1906 0.1376 -0.3291 0.8 0.8 0.5
O -4.3146 -1.5379 1.3954 1.4 1.6 0.6
O -5.5751 3.0575 0.8294 0.3 -0.1 0.0
H -3.5752 -0.2116 -1.3227 0.2 -0.1 1.2
H 0.3146 -4.4483 -0.6142 0.0 0.0 -0.1
O 3.2246 -0.5973 3.0154 -0.7 0.1 0.1
H -3.8663 0.8682 0.1795 0.3 -0.8 -0.4
C 0.5857 -5.5077 -0.6221 0.1 0.0 0.0
C -1.6509 -1.0508 2.0253 1.4 0.9 1.5
C -6.4640 2.1737 1.5076 -0.2 0.3 -0.2
H -6.7125 2.6033 2.4834 -0.1 -0.2 0.1
H -6.6301 3.7421 -3.9519 -0.1 0.0 -0.1
H 8.3561 2.4442 0.7543 0.0 0.1 -0.1
C 2.0999 -1.6238 -2.1486 -2.0 0.2 -2.3
H -8.4027 1.2720 1.1862 0.0 0.0 0.0
H 8.6101 1.3092 -3.3935 -0.1 -0.2 0.0
C 9.3250 0.8852 -2.6804 0.3 0.2 -0.2
H 11.0309 0.9886 -4.0020 -0.1 0.0 -0.1
H -6.0408 3.8920 0.6959 0.0 -0.1 -0.1
H -2.2213 0.6619 -0.5161 -0.7 -0.7 0.2
H -8.2285 2.9015 0.5001 0.0 0.0 0.1
H 1.2884 -5.6839 -1.4398 0.0 0.1 0.0
C -7.7147 1.9535 0.6815 -0.1 -0.1 0.0
C -3.5580 -2.2985 4.3461 -0.9 -1.2 0.5
O -2.6360 -2.5364 0.0740 0.8 1.8 0.6
C 10.4940 0.2464 -3.4052 0.0 -0.1 0.0
H -1.1489 -0.8427 5.5333 0.2 0.1 -1.1
H 10.2314 2.5778 -2.3605 0.0 -0.1 0.1
H 1.0878 -5.7163 0.3252 0.0 -0.1 -0.1
H 7.1236 3.5828 0.1740 0.1 -0.1 -0.1
N 2.1119 -0.5081 -1.6183 -0.3 -2.2 1.5
N -3.3036 -1.1472 3.9994 1.2 -1.4 -0.3
H -9.0554 4.0417 -3.3437 -0.1 -0.2 0.0
H -0.3795 -7.4310 -0.7575 -0.1 0.0 0.1
H 1.6774 0.4492 5.0119 0.4 -0.7 0.2
H 6.8792 1.3479 -0.9517 0.2 -0.1 0.1
H -6.4442 2.5876 -2.6403 -0.1 0.0 0.0
O 1.4079 -0.4886 5.0855 -0.8 0.7 -1.1
C -7.1613 2.9941 -3.3569 0.0 -0.1 0.0
C -1.9621 -1.0226 3.4650 2.2 0.6 -0.4
C -8.3369 3.6214 -2.6327 0.3 0.2 -0.2
C 0.8096 -0.7238 2.6346 -0.4 0.1 -0.1
H 3.7593 -0.3218 0.4329 -0.9 0.0 0.5
H 6.6777 0.5858 0.6362 -0.2 0.0 0.0
O -1.5538 -6.1419 0.3030 0.0 -0.1 0.0
H 11.2083 -0.1655 -2.6896 -0.1 0.0 0.0
H 5.0057 2.5961 -0.4612 0.0 -0.1 0.1
H -1.1635 -6.1611 -1.7148 0.1 -0.1 -0.1
C 2.3130 -0.5926 2.2208 0.2 -0.1 -1.3
S -3.9334 -3.7810 4.8139 0.5 2.1 -0.7
H -5.9409 1.2295 1.6689 0.1 0.1 0.0
C -0.8960 -0.8428 4.4489 0.5 -0.1 -1.7
H 10.1545 -0.5545 -4.0651 0.1 0.0 0.0
H 6.9275 2.8157 1.7422 0.0 -0.1 0.0
S 1.6359 -2.8161 -3.1216 1.3 1.1 1.5
H -1.8000 -5.2073 0.2822 0.0 -0.1 0.0
C 1.7257 -0.6320 -0.2014 0.9 0.7 1.1
C -0.2432 -0.8891 1.6090 0.1 0.1 2.1
H -7.4375 5.3175 -2.3162 -0.1 -0.1 0.1
O -7.8832 4.6604 -1.7694 -0.1 0.0 0.3
C 0.2203 -0.8725 0.1416 0.9 0.2 -0.7
C 0.5007 -0.6759 4.0617 -2.7 -0.5 -1.2
O 5.1321 1.7853 0.0447 -0.2 -0.2 0.0
C 2.7017 -0.4913 0.7221 -1.7 -0.2 0.6
H -7.4927 2.1911 -4.0186 0.1 0.0 0.0
S -2.9887 -1.3110 0.8161 -2.2 -3.3 -2.2
C 7.2851 2.6514 0.7234 0.1 0.0 0.1
O 9.7806 1.9221 -1.8160 -0.1 0.0 0.2
H -8.8509 2.8773 -2.0236 0.0 0.2 0.1
O -0.5020 -1.0060 -0.8159 -0.2 0.1 0.7
H 8.8050 0.1463 -2.0695 0.0 0.1 0.1
C -0.6501 -6.3743 -0.7712 -0.1 0.5 0.2
C 6.5315 1.5089 0.0734 0.0 0.4 -0.1
H -7.4593 1.5367 -0.2955 0.0 -0.1 0.1
```
Positions in Å, forces in eV/Å.

Computed properties:
total energy	-80389.5162	eV
HOMO-LUMO gap	7.92	eV
net charge	0
E_LUMO	-1.7	eV
E_HOMO	-9.61	eV